# 1
Entry from OMol25: C27H29ClF9N3NbO as an isolated structure (ωB97M-V/def2-TZVPD).

## Properties
- Charge: -1
- E_HOMO: -4.855 eV
- HOMO-LUMO gap: 6.298 eV
- Energy: -73502.7741 eV
- LUMO level: 1.44 eV

Atoms and positions in Å:
C -2.6211 -1.0939 4.4401
C -2.5411 -1.9807 3.1183
C -3.8989 -2.6406 2.6752
C -4.0364 -3.5577 1.4311
C -2.7334 -3.8488 0.6370
C -1.3845 -3.1993 1.0917
C -1.2155 -2.2453 2.2943
C 0.1015 -1.5605 2.8206
Nb 1.3609 -0.4002 1.3136
C -0.2377 -0.3780 -0.3025
C -0.0258 -1.3115 -1.5756
O -0.7532 -1.0548 -2.5835
Cl 1.0874 -2.7395 -1.7670
C 2.8922 0.6775 0.0247
C 2.4823 0.9779 -1.4708
C 1.6775 2.1998 -1.9942
C 1.3458 2.4033 -3.5040
C 1.7949 1.3947 -4.5840
C 2.6490 0.1697 -4.1052
C 2.9719 -0.0078 -2.6050
C 0.7610 1.6610 2.1710
F 1.0420 2.6802 1.1977
F 1.6293 1.9622 3.3059
C -0.7281 1.8172 2.7046
F -1.7019 0.9573 2.1525
F -0.6848 1.6266 4.1375
C -1.3543 3.3207 2.5554
F -2.4121 3.3507 3.5459
F -0.4492 4.3329 2.9669
C -2.0757 3.5962 1.1569
F -1.5719 2.8908 0.0558
F -1.9593 4.9917 0.8387
F -3.4743 3.3096 1.2239
H -1.7533 -1.4188 5.1312
H -3.5804 -1.3688 5.0286
H -2.6687 0.0306 4.2714
H -4.8701 -2.4485 3.2832
H -4.9990 -4.0297 1.0532
H -2.7515 -4.5243 -0.2753
H -0.4675 -3.4773 0.4829
H -0.0621 -0.8486 3.7156
H 0.7686 -2.4073 3.2511
H 2.6773 -0.4259 2.6107
H 2.0335 -1.9989 0.7756
H -0.2765 0.7111 -0.7042
H -1.3171 -0.5738 0.0655
H 3.2993 1.6600 0.4864
H 3.8251 -0.0087 -0.0293
H 1.3085 2.9978 -1.2775
H 0.7475 3.3183 -3.8320
H 1.5434 1.4925 -5.6926
H 3.0269 -0.6110 -4.8716
H 3.6029 -0.9060 -2.2724
C 7.2322 0.4692 -2.1586
C 6.6619 0.3153 -0.8176
N 6.2118 0.1927 0.2348
H 7.5023 -0.4961 -2.5933
H 6.5262 0.9473 -2.8423
H 8.1360 1.0829 -2.1427
C -6.8486 0.9151 3.8159
C -7.0053 -0.5170 3.5482
N -7.1269 -1.6423 3.3389
H -7.5540 1.5120 3.2332
H -7.0187 1.1475 4.8698
H -5.8434 1.2627 3.5645
C 1.8077 -1.6499 -7.9828
C 2.9577 -1.0151 -7.3338
N 3.8603 -0.5167 -6.8210
H 2.0541 -1.9928 -8.9905
H 1.4584 -2.5187 -7.4199
H 0.9652 -0.9600 -8.0710



# 2
Entry from OMol25: one molecule with the formula C22H39NO2 (ωB97M-V/def2-TZVPD).

## Properties
- E_HOMO: -9.141 eV
- SMILES string: C[C@]12CCCC[C@@H]1CC[C@H]1[C@H]3CC[C@@](O)(CNCCO)[C@@]3(C)CC[C@@H]12
- HOMO-LUMO gap: 9.895 eV
- Energy: -29033.4330 eV
- LUMO level: 0.75 eV

Atoms and positions in Å:
C 2.1006 -0.3757 -3.4479
C 2.2629 0.6368 -2.3083
C 2.0532 2.0704 -2.8673
C 3.3488 2.8592 -3.0747
C 4.4279 1.9747 -3.6823
C 4.7850 0.8369 -2.7176
C 3.6755 0.5614 -1.6929
C 3.9285 -0.7677 -0.9837
C 2.9164 -0.9669 0.1360
C 1.4898 -0.9248 -0.4109
C 0.4748 -1.1449 0.7188
C 0.5877 -0.1712 1.9028
C -0.8153 -0.0964 2.5232
C -1.7244 -0.9886 1.6465
O -1.7569 -2.2986 2.1827
C -3.1689 -0.4669 1.5866
N -3.7806 -0.6797 2.8909
C -5.2150 -0.4840 2.9404
C -5.6501 0.9905 2.8885
O -5.0880 1.7376 3.9426
C -0.9962 -1.0410 0.2738
C -1.4440 -2.2536 -0.5394
C -1.2034 0.2520 -0.5240
C -0.2151 0.3713 -1.6816
C 1.2296 0.3783 -1.1775
H 2.8826 -0.2481 -4.1892
H 2.1459 -1.3979 -3.0843
H 1.1454 -0.2364 -3.9480
H 1.5316 2.0043 -3.8237
H 1.4160 2.6441 -2.1913
H 3.1469 3.7088 -3.7308
H 3.7065 3.2611 -2.1250
H 4.0582 1.5756 -4.6288
H 5.3165 2.5676 -3.9074
H 5.0025 -0.0745 -3.2774
H 5.6922 1.0935 -2.1657
H 3.7228 1.3424 -0.9257
H 3.8693 -1.5936 -1.6939
H 4.9404 -0.7644 -0.5703
H 3.0495 -0.1763 0.8765
H 3.0882 -1.9235 0.6346
H 1.3752 -1.7606 -1.1083
H 0.6185 -2.1579 1.1076
H 1.3197 -0.5250 2.6269
H 0.9036 0.8151 1.5655
H -0.8163 -0.4781 3.5440
H -1.1847 0.9293 2.5443
H -2.4884 -2.3063 2.8171
H -3.7305 -1.0627 0.8612
H -3.1836 0.5824 1.2660
H -3.3466 -0.0537 3.5661
H -5.5713 -0.9244 3.8799
H -5.6738 -1.0276 2.1112
H -6.7470 1.0529 2.9028
H -5.2882 1.4614 1.9722
H -5.3919 1.3692 4.7801
H -0.8055 -2.3979 -1.4054
H -1.3972 -3.1446 0.0794
H -2.4673 -2.1243 -0.8859
H -1.0796 1.1145 0.1317
H -2.2202 0.2776 -0.9221
H -0.3652 -0.4633 -2.3647
H -0.4264 1.2909 -2.2305
H 1.3353 1.2096 -0.4709



# 3
Entry from OMol25: C33H57FeN3O4Si as an isolated structure (ωB97M-V/def2-TZVPD).

## Properties
- E_HOMO (alpha / beta): -7.457 / -7.582 eV
- Multiplicity: 5
- Expectation value of S²: 6.0134
- HOMO-LUMO gap (alpha / beta): 7.968 / 8.089 eV
- Energy: -90070.1782 eV
- LUMO level (alpha / beta): 0.51 / 0.51 eV

Atoms and positions in Å:
O 0.6825 -1.4616 0.4000
O 0.8543 -0.2677 -4.2713
C 2.1562 -1.6766 0.3280
C 2.6547 -2.8196 1.1834
H 2.5830 -0.7230 0.6504
H 2.3953 -1.8255 -0.7329
H 2.3544 -2.7030 2.2347
H 3.7515 -2.8038 1.1409
H 2.3049 -3.7954 0.8190
C -0.0515 -2.6975 0.0656
C 0.2418 -3.1769 -1.3435
H -1.1132 -2.4637 0.1912
H 0.2281 -3.4456 0.8249
H 0.2125 -2.3712 -2.0911
H -0.5088 -3.9255 -1.6306
H 1.2174 -3.6729 -1.3929
C -0.2141 0.3182 -5.0388
C 1.7947 -1.0239 -5.0487
C -1.5194 -0.4367 -4.8691
H 0.0629 0.3679 -6.1070
H -0.3245 1.3469 -4.6608
H -1.4187 -1.4757 -5.2048
H -2.2858 0.0491 -5.4780
H -1.8521 -0.4316 -3.8249
C 1.1948 -2.1929 -5.8038
H 2.5360 -1.3775 -4.3223
H 2.3064 -0.3514 -5.7567
H 0.5877 -2.8399 -5.1659
H 2.0016 -2.8020 -6.2105
H 0.5776 -1.8529 -6.6391
H 1.3557 0.9726 -2.4394
N -0.9442 -0.9762 3.4561
C -1.6562 -0.3045 4.3574
C -2.1794 0.9641 4.1247
C -2.3073 1.6128 2.8954
C -1.9629 -0.9372 5.6947
H -1.0663 -1.3444 6.1809
H -2.7030 -1.7484 5.6013
H -2.3858 -0.1588 6.3411
C -3.2603 2.7726 2.7891
H -3.8941 2.7244 1.8956
H -2.7241 3.7286 2.7741
H -3.9233 2.7896 3.6588
N -1.5929 1.2493 1.8324
C -0.6590 -2.3495 3.6924
C 0.5754 -2.7100 4.2723
C 1.5529 -1.6986 4.7772
C 0.8945 -4.0599 4.3939
H 1.8645 -4.3272 4.8246
C -0.0058 -5.0468 3.9871
H 0.2532 -6.1026 4.1120
C -1.2544 -4.6805 3.4695
H -1.9813 -5.4459 3.1891
C -1.6025 -3.3380 3.3357
C -2.9658 -2.9626 2.8457
C -1.8083 1.8280 0.5446
C -1.2220 3.0685 0.2260
C -0.3052 3.7615 1.1829
C -1.5447 3.6767 -0.9863
H -1.1335 4.6605 -1.2112
C -2.4032 3.0359 -1.8915
H -2.6547 3.5234 -2.8330
C -2.9500 1.7950 -1.5776
H -3.6310 1.2938 -2.2775
C -2.6729 1.1769 -0.3667
C -3.2905 -0.1432 -0.0179
Fe -0.0830 -0.0396 1.7564
H 2.4462 -1.6598 4.1399
H 1.8917 -1.9974 5.7792
H 1.1697 -0.6768 4.8407
H -2.9843 -1.9654 2.3949
H -3.7145 -2.9668 3.6524
H -3.3014 -3.6810 2.0878
H 0.3234 4.4770 0.6332
H 0.3658 3.0772 1.7264
H -0.8537 4.3298 1.9516
H -3.6677 -0.1563 1.0140
H -2.5764 -0.9782 -0.1165
H -4.1345 -0.3648 -0.6875
H -2.6351 1.4543 4.9845
C 1.4147 2.0723 -2.2102
Si 2.7679 3.1149 -3.0468
H 0.4568 2.4811 -2.5528
H 1.4774 2.1711 -1.1172
C 4.3943 2.1637 -3.1179
C 3.0973 4.7417 -2.1191
C 2.3992 3.6934 -4.8225
H 3.2677 4.2603 -5.2055
H 1.5196 4.3576 -4.8641
H 2.2272 2.8341 -5.4899
H 4.8022 2.0491 -2.1007
H 5.1318 2.7002 -3.7390
H 4.2106 1.1677 -3.5509
H 3.1441 4.5700 -1.0324
H 2.3108 5.4856 -2.3284
H 4.0639 5.1620 -2.4468
O 1.1933 1.7172 4.5499
N 1.1247 1.8415 3.3309
O 1.5288 0.7961 2.6077



# 4
Entry from OMol25: C44H121N11O11 as an isolated structure (ωB97M-V/def2-TZVPD).

## Properties
- E_HOMO: -7.419 eV
- HOMO-LUMO gap: 7.974 eV
- Energy: -86480.5988 eV
- LUMO level: 0.55 eV

Atoms and positions in Å:
C 0.3976 5.6919 2.2804
C 1.1672 4.4736 1.7955
C 0.7344 3.1774 2.4649
O 0.9738 3.2353 3.8617
C 0.1339 2.3746 4.5985
N 0.7916 4.2044 0.3498
H 0.8222 6.0070 3.2387
H -0.6755 5.5860 2.4424
H 0.5398 6.5023 1.5610
H 2.2450 4.6147 1.8403
H 1.3423 2.3467 2.0861
H -0.3102 2.9398 2.2313
H 0.0926 1.3687 4.1644
H -0.8416 2.8611 4.7197
H 0.5168 2.2254 5.6088
H -0.1471 4.5767 0.2086
H 1.3435 4.9473 -0.0888
C 7.6910 -1.6089 4.3255
C 6.6709 -1.7304 3.1943
C 5.3509 -2.2492 3.7634
O 4.1446 -2.0097 3.0564
C 4.1586 -2.3671 1.6620
N 6.4403 -0.3490 2.6570
H 8.5921 -1.1793 3.8715
H 8.0401 -2.5326 4.7892
H 7.4725 -0.9030 5.1281
H 7.0083 -2.2462 2.2950
H 5.1598 -1.8535 4.7620
H 5.4196 -3.3421 3.8851
H 3.1397 -2.2127 1.3193
H 4.4836 -3.3999 1.5280
H 4.8374 -1.6664 1.1778
H 5.4399 -0.3051 2.4947
H 6.6943 0.3684 3.3229
C 1.7627 -1.0879 -3.1366
C 2.5838 -0.7750 -1.8903
C 4.0176 -1.3194 -1.9048
O 4.0596 -2.6969 -2.1556
C 5.3472 -3.1807 -2.4316
N 2.6100 0.6921 -1.7435
H 2.1658 -0.6610 -4.0569
H 0.7846 -0.6508 -2.9280
H 1.6936 -2.1486 -3.3791
H 2.2181 -1.1395 -0.9207
H 4.3550 -1.2111 -0.8643
H 4.6076 -0.6245 -2.5159
H 5.7398 -2.7481 -3.3609
H 5.3521 -4.2542 -2.6064
H 6.0668 -2.9024 -1.6538
H 2.8446 0.9042 -0.7720
H 1.6678 1.0823 -1.7405
C -1.6201 -0.3037 6.2643
C -0.2622 -0.7373 6.8499
C 0.5907 -1.4082 5.7963
O 1.7845 -2.0462 6.2181
C 2.0393 -3.0583 5.2445
N 0.4196 0.4129 7.4641
H -2.4226 -0.3796 6.9961
H -1.9203 -0.7959 5.3372
H -1.5334 0.7636 6.0474
H -0.5428 -1.4926 7.5932
H 0.8747 -0.7311 4.9831
H -0.1209 -2.1233 5.3637
H 1.3914 -3.9396 5.3347
H 3.0941 -3.2783 5.3694
H 1.7266 -2.6313 4.2857
H 1.4274 0.2606 7.4721
H 0.2449 0.3858 8.4673
C 0.0337 -0.5717 -1.7584
C 0.1210 0.4093 -0.5582
C 0.9491 -0.2687 0.5275
O 0.5171 -1.6022 0.7291
C 1.1156 -2.2685 1.7918
N 0.7759 1.6040 -1.1170
H -0.4552 -1.4841 -1.4240
H 1.0073 -0.8156 -2.1912
H -0.4576 -0.0515 -2.5855
H -0.9029 0.7291 -0.3581
H 0.8232 0.3223 1.4432
H 1.9918 -0.3721 0.2057
H 2.1928 -2.4603 1.6445
H 0.7416 -3.2928 1.8311
H 1.0175 -1.7512 2.7512
H 0.1895 1.8748 -1.8978
H 0.8215 2.3709 -0.4308
C -6.2856 -2.6459 6.1061
C -4.9908 -2.1457 5.4475
C -4.8752 -2.4613 3.9819
O -3.5694 -2.5535 3.4622
C -3.4224 -2.2964 2.0743
N -4.9590 -0.6978 5.7106
H -7.0787 -2.3386 5.4145
H -6.4605 -2.2973 7.1187
H -6.3800 -3.7342 6.1436
H -4.1297 -2.5623 5.9840
H -5.5315 -1.7761 3.4261
H -5.3666 -3.4274 3.7790
H -3.4799 -1.2170 1.8992
H -4.1555 -2.8699 1.5037
H -2.3933 -2.5801 1.8601
H -5.9017 -0.3277 5.6261
H -4.4284 -0.2116 4.9936
C 0.5478 -5.5473 -0.4876
C 1.9176 -6.1729 -0.1864
C 1.9418 -7.6898 -0.2149
O 3.2404 -8.1039 0.2035
C 3.6680 -9.2518 -0.5004
N 2.7810 -5.6546 -1.2854
H 0.2495 -5.7293 -1.5213
H 0.5307 -4.4645 -0.3754
H -0.2295 -6.0260 0.1198
H 2.2947 -5.7635 0.7562
H 1.7508 -7.9448 -1.2620
H 1.2261 -8.1127 0.4926
H 2.9194 -10.0348 -0.6569
H 4.5684 -9.6498 -0.0397
H 3.9200 -8.9515 -1.5291
H 3.5943 -6.2537 -1.4087
H 3.1499 -4.7583 -0.9823
C 3.8389 2.8324 -6.1051
C 2.6758 3.6360 -5.6146
C 2.5349 3.3884 -4.0915
O 1.7144 4.4295 -3.5574
C 1.3882 4.1781 -2.1973
N 2.8285 5.0601 -5.9388
H 3.9324 2.8002 -7.1952
H 3.7645 1.7890 -5.7914
H 4.8047 3.2518 -5.8107
H 1.7280 3.2746 -6.0191
H 3.4782 3.4152 -3.5297
H 2.1093 2.4022 -3.8844
H 2.3502 4.1185 -1.6720
H 0.7951 3.2876 -1.9789
H 0.8713 5.0513 -1.8009
H 2.1919 5.5637 -5.3148
H 3.6789 5.3596 -5.4477
C -5.9862 0.2939 -3.4653
C -5.3615 -0.6404 -2.4264
C -3.8994 -0.8544 -2.6810
O -3.8133 -1.7714 -3.7603
C -2.5323 -2.2376 -4.0310
N -5.6069 -0.1743 -1.0503
H -7.0070 0.4898 -3.1307
H -5.9979 -0.1388 -4.4646
H -5.4477 1.2378 -3.5735
H -5.7944 -1.6393 -2.5537
H -3.4239 -1.3577 -1.8219
H -3.3142 0.0647 -2.8308
H -2.0110 -2.5841 -3.1339
H -1.9526 -1.5893 -4.7031
H -2.6177 -3.1189 -4.6810
H -6.5033 0.2971 -1.0122
H -5.6960 -1.0285 -0.5112
C -6.2325 5.6286 -0.6446
C -4.7808 5.2354 -0.8495
C -4.6403 3.6947 -0.7236
O -3.7221 3.3163 0.2794
C -2.9480 2.2138 -0.0997
N -4.2592 5.7613 -2.1000
H -6.3788 6.6427 -1.0262
H -6.6050 5.5555 0.3804
H -6.9894 5.0392 -1.1752
H -4.1383 5.6680 -0.0787
H -4.3865 3.2093 -1.6747
H -5.6389 3.2771 -0.5573
H -2.4801 2.4097 -1.0740
H -3.4952 1.2635 -0.1472
H -2.1584 2.0007 0.6247
H -4.0441 5.1888 -2.8963
H -4.6990 6.6254 -2.3690
C -3.5331 2.4144 -5.6396
C -2.0648 2.8016 -5.8280
C -1.0888 2.0814 -4.8731
O -1.0799 2.7097 -3.6135
C -0.4263 3.9541 -3.4696
N -1.6670 2.7792 -7.2731
H -4.1649 2.8125 -6.4288
H -3.8223 2.8116 -4.6620
H -3.7090 1.3420 -5.5165
H -1.9265 3.8441 -5.5359
H -0.0845 2.1289 -5.3211
H -1.2682 1.0054 -4.8123
H -0.9497 4.7242 -4.0441
H 0.6230 3.7672 -3.7139
H -0.5253 4.3166 -2.4459
H -1.8115 1.8139 -7.5555
H -0.6860 3.0345 -7.2326



# 5
Entry from OMol25: one molecule with the formula C4H7NO (ωB97M-V/def2-TZVPD).

## Properties
- E_HOMO: -9.735 eV
- SMILES string: CC(=O)N1CC1
- HOMO-LUMO gap: 10.745 eV
- Energy: -7797.8396 eV
- LUMO level: 1.01 eV

Atoms and positions in Å:
C -0.2908 1.8787 -0.5312
C -0.4014 0.7199 0.4096
O -1.2645 0.6753 1.2654
N 0.5923 -0.2620 0.3449
C 0.6212 -1.3951 -0.5718
C 0.1218 -1.5323 0.8332
H -1.2877 2.0946 -0.9208
H 0.0313 2.7426 0.0569
H 0.4181 1.7018 -1.3401
H 1.6438 -1.7250 -0.7634
H -0.0193 -1.4529 -1.4519
H 0.7613 -2.0446 1.5443
H -0.9261 -1.4010 1.1248